Model 1:
Molecular formula: H36O18
Method: DFT, ωB97M-V/def2-TZVPD

Each atom is followed by the atoms it is bonded to, with distances in Å.
Geometry (Å):
1 O 2.859 -3.192 2.464  H2 0.957, H3 0.957
2 H 2.308 -2.776 3.128  O1 0.957
3 H 2.324 -3.909 2.123  O1 0.957
4 O -3.972 0.734 -1.968  H5 0.957, H6 0.957
5 H -4.026 0.358 -2.847  O4 0.957
6 H -4.828 1.139 -1.828  O4 0.957
7 O 4.088 2.495 -1.178  H8 0.957, H9 0.957
8 H 3.245 2.886 -1.409  O7 0.957
9 H 4.451 2.198 -2.012  O7 0.957
10 O 2.370 -2.207 -1.146  H11 0.957, H12 0.957
11 H 1.592 -1.760 -0.814  O10 0.957
12 H 3.065 -1.966 -0.533  O10 0.957
13 O -0.126 -0.540 -0.374  H14 0.957, H15 0.957
14 H -0.640 -1.055 0.248  O13 0.957
15 H -0.092 0.336 0.009  O13 0.957
16 O 0.963 0.226 -2.813  H17 0.957, H18 0.957
17 H 0.395 -0.296 -2.247  O16 0.957
18 H 0.807 1.131 -2.540  O16 0.957
19 O -0.456 4.101 3.706  H20 0.957, H21 0.957
20 H -0.551 4.876 3.151  O19 0.957
21 H -0.147 3.417 3.111  O19 0.957
22 O 1.110 2.630 -1.441  H23 0.957, H24 0.957
23 H 0.401 3.056 -0.959  O22 0.957
24 H 1.329 3.246 -2.141  O22 0.957
25 O 2.534 -2.516 -3.992  H26 0.957, H27 0.957
26 H 3.412 -2.607 -3.622  O25 0.957
27 H 1.977 -2.313 -3.240  O25 0.957
28 O -3.069 -0.742 4.373  H29 0.957, H30 0.957
29 H -2.321 -0.471 3.841  O28 0.957
30 H -3.028 -1.698 4.374  O28 0.957
31 O -2.184 2.290 -3.460  H32 0.957, H33 0.957
32 H -1.611 2.919 -3.021  O31 0.957
33 H -2.453 1.686 -2.767  O31 0.957
34 O 2.406 1.189 -4.999  H35 0.957, H36 0.957
35 H 3.183 1.170 -4.441  O34 0.957
36 H 1.712 0.814 -4.457  O34 0.957
37 O -1.412 3.736 -1.000  H38 0.957, H39 0.957
38 H -2.197 3.198 -0.898  O37 0.957
39 H -1.742 4.592 -1.274  O37 0.957
40 O 2.810 2.107 1.698  H41 0.957, H42 0.957
41 H 2.788 1.886 0.767  O40 0.957
42 H 3.610 2.622 1.803  O40 0.957
43 O -3.634 -3.856 0.995  H44 0.957, H45 0.957
44 H -4.551 -4.061 0.809  O43 0.957
45 H -3.138 -4.414 0.395  O43 0.957
46 O -1.663 -3.603 3.174  H47 0.957, H48 0.957
47 H -2.359 -3.689 2.523  O46 0.957
48 H -1.049 -2.977 2.789  O46 0.957
49 O 1.374 -1.880 4.576  H50 0.957, H51 0.957
50 H 1.355 -1.096 5.125  O49 0.957
51 H 1.065 -2.582 5.149  O49 0.957
52 O -2.408 -1.465 1.115  H53 0.957, H54 0.957
53 H -2.687 -2.380 1.141  O52 0.957
54 H -3.187 -0.984 0.835  O52 0.957

**Frontier orbital gap**: 9.52 eV
**HOMO energy**: -10.07 eV

Löwdin population analysis, charges in e, atoms 1 to 4: -0.055 -0.029 0.026 -0.040

Model 2:
Molecular formula: H36O18
Method: DFT, ωB97M-V/def2-TZVPD

Each atom is followed by the atoms it is bonded to, with distances in Å.
Geometry (Å):
1 O 2.447 -9.430 -31.241  H2 0.960, H3 0.952
2 H 2.092 -9.426 -30.349  O1 0.960
3 H 3.366 -9.648 -31.120  O1 0.952
4 O 1.461 -11.628 -32.236  H5 0.954, H6 0.951
5 H 1.473 -12.282 -31.542  O4 0.954
6 H 2.065 -10.972 -31.905  O4 0.951
7 O 0.184 -9.282 -33.204  H8 0.941, H9 0.943
8 H -0.580 -9.252 -32.655  O7 0.941
9 H 0.645 -10.074 -32.985  O7 0.943
10 O 4.756 -8.422 -30.025  H11 0.993, H12 0.973
11 H 4.055 -7.743 -30.205  O10 0.993
12 H 5.398 -8.142 -29.349  O10 0.973
13 O 0.394 -7.315 -31.076  H14 0.970, H15 0.984
14 H 0.601 -6.879 -30.235  O13 0.970
15 H 0.001 -8.192 -30.869  O13 0.984
16 O 4.992 -10.388 -32.114  H17 0.982, H18 0.952
17 H 4.758 -11.341 -32.139  O16 0.982
18 H 4.611 -10.107 -32.940  O16 0.952
19 O 4.049 -7.199 -36.117  H20 0.977, H21 0.924
20 H 3.130 -7.516 -36.014  O19 0.977
21 H 3.860 -6.684 -36.862  O19 0.924
22 O 6.538 -8.622 -34.342  H23 0.951, H24 0.973
23 H 6.053 -8.084 -33.725  O22 0.951
24 H 5.878 -9.089 -34.884  O22 0.973
25 O -0.951 -6.278 -33.125  H26 1.014, H27 0.974
26 H -0.494 -6.832 -32.410  O25 1.014
27 H -1.041 -6.844 -33.913  O25 0.974
28 O 3.867 -9.616 -34.493  H29 0.969, H30 0.981
29 H 3.399 -8.911 -34.020  O28 0.969
30 H 3.251 -10.307 -34.819  O28 0.981
31 O 2.523 -7.628 -33.387  H32 0.945, H33 0.946
32 H 1.977 -8.146 -32.817  O31 0.945
33 H 3.390 -7.551 -33.014  O31 0.946
34 O 2.971 -6.542 -30.654  H35 0.990, H36 0.988
35 H 2.239 -7.172 -30.872  O34 0.990
36 H 2.662 -6.122 -29.814  O34 0.988
37 O 5.054 -7.261 -32.455  H38 0.937, H39 0.936
38 H 5.209 -7.653 -31.618  O37 0.937
39 H 5.562 -6.475 -32.459  O37 0.936
40 O 4.104 -4.866 -34.605  H41 0.950, H42 0.933
41 H 4.074 -5.781 -34.860  O40 0.950
42 H 4.177 -4.843 -33.675  O40 0.933
43 O 4.604 -4.415 -31.719  H44 0.947, H45 0.953
44 H 4.160 -5.222 -31.497  O43 0.947
45 H 4.349 -3.648 -31.215  O43 0.953
46 O 1.447 -5.197 -32.857  H47 0.959, H48 0.971
47 H 1.942 -6.014 -32.777  O46 0.959
48 H 0.505 -5.429 -32.846  O46 0.971
49 O 1.067 -8.666 -35.786  H50 0.952, H51 0.908
50 H 1.315 -8.832 -34.882  O49 0.952
51 H 0.247 -8.339 -35.572  O49 0.908
52 O 1.686 -5.363 -35.700  H53 0.988, H54 0.953
53 H 2.502 -4.881 -35.420  O52 0.988
54 H 1.523 -6.004 -35.014  O52 0.953

**Frontier orbital gap**: 8.07 eV
**HOMO energy**: -9.37 eV

Löwdin population analysis, charges in e, atoms 1 to 4: -0.048 0.087 0.020 -0.039

Which structure is most stable, and how do the rest compare? From most to least stable: model 1, model 2.

Model 1:
Molecular formula: C15H22N2O4
Method: DFT, ωB97M-V/def2-TZVPD

Each atom is followed by the atoms it is bonded to, with distances in Å.
Geometry (Å):
1 O 1.633 -2.342 -2.059  C2 1.217
2 C 2.233 -1.462 -1.468  O1 1.217, C3 1.530, N17 1.359
3 C 1.730 -0.996 -0.101  C2 1.530, C4 1.525, N6 1.443, H22 1.090
4 C 2.183 -1.954 0.995  C3 1.525, O5 1.422, H23 1.092, H24 1.095
5 O 3.604 -1.935 1.058  C4 1.422, H25 0.960
6 N 0.289 -1.001 -0.170  C3 1.443, C7 1.352, H26 1.009
7 C -0.478 -0.270 0.669  N6 1.352, O8 1.223, C9 1.509
8 O 0.001 0.420 1.558  C7 1.223
9 C -1.965 -0.317 0.413  C7 1.509, C10 1.555, C12 1.547, H27 1.091
10 C -2.602 0.985 -0.150  C9 1.555, C11 1.529, H28 1.093, H29 1.089
11 C -3.757 0.755 0.824  C10 1.529, C12 1.522, C13 1.493, C14 1.501
12 C -2.887 -0.184 1.648  C9 1.547, C11 1.522, H30 1.090, H31 1.094
13 C -5.177 0.642 0.376  C11 1.493, C14 1.531, H32 1.084, H33 1.083
14 C -4.712 1.855 1.186  C11 1.501, C13 1.531, C15 1.533, C16 1.516
15 C -4.983 1.900 2.694  C14 1.533, C16 1.494, H34 1.085, H35 1.083
16 C -4.216 3.004 2.042  C14 1.516, C15 1.494, H36 1.085, H37 1.083
17 N 3.246 -0.741 -2.017  C2 1.359, C18 1.463, O21 1.413
18 C 4.404 -0.182 -1.318  N17 1.463, C19 1.518, H38 1.086, H39 1.090
19 C 5.145 0.446 -2.485  C18 1.518, C20 1.522, H40 1.089, H41 1.088
20 C 4.951 -0.627 -3.546  C19 1.522, O21 1.436, H42 1.089, H43 1.093
21 O 3.679 -1.233 -3.269  N17 1.413, C20 1.436
22 H 2.065 0.015 0.134  C3 1.090
23 H 1.745 -1.625 1.940  C4 1.092
24 H 1.815 -2.955 0.748  C4 1.095
25 H 3.891 -2.516 1.767  O5 0.960
26 H -0.118 -1.575 -0.893  N6 1.009
27 H -2.242 -1.176 -0.199  C9 1.091
28 H -2.008 1.848 0.161  C10 1.093
29 H -2.805 1.032 -1.218  C10 1.089
30 H -3.310 -1.103 2.053  C12 1.090
31 H -2.355 0.361 2.432  C12 1.094
32 H -5.533 0.752 -0.642  C13 1.084
33 H -5.776 -0.018 0.992  C13 1.083
34 H -6.021 2.140 2.896  C15 1.085
35 H -4.521 1.174 3.350  C15 1.083
36 H -3.143 2.938 2.187  C16 1.085
37 H -4.581 4.013 1.896  C16 1.083
38 H 4.088 0.528 -0.560  C18 1.086
39 H 4.985 -0.972 -0.842  C18 1.090
40 H 4.665 1.378 -2.781  C19 1.089
41 H 6.195 0.629 -2.265  C19 1.088
42 H 4.922 -0.237 -4.562  C20 1.089
43 H 5.721 -1.398 -3.474  C20 1.093

**Frontier orbital gap**: 9.59 eV
**HOMO energy**: -8.97 eV

Löwdin population analysis, charges in e, atoms 1 to 4: 0.094 -0.388 -0.210 -0.183

Model 2:
Molecular formula: C15H22N2O4
Method: DFT, ωB97M-V/def2-TZVPD

Each atom is followed by the atoms it is bonded to, with distances in Å.
Geometry (Å):
1 O -3.280 0.837 -0.744  C2 1.219
2 C -2.885 -0.315 -0.771  O1 1.219, C3 1.525, N17 1.371
3 C -1.698 -0.740 0.086  C2 1.525, C4 1.538, N6 1.447, H22 1.085
4 C -2.175 -1.025 1.519  C3 1.538, O5 1.420, H23 1.092, H24 1.095
5 O -3.124 -2.080 1.516  C4 1.420, H25 0.962
6 N -0.786 0.384 0.120  C3 1.447, C7 1.357, H26 1.008
7 C 0.513 0.234 0.481  N6 1.357, O8 1.221, C9 1.507
8 O 0.969 -0.845 0.826  C7 1.221
9 C 1.361 1.475 0.380  C7 1.507, C10 1.555, C12 1.546, H27 1.092
10 C 2.386 1.505 -0.790  C9 1.555, C11 1.530, H28 1.094, H29 1.089
11 C 3.398 2.094 0.195  C10 1.530, C12 1.524, C13 1.500, C14 1.481
12 C 2.548 1.607 1.362  C9 1.546, C11 1.524, H30 1.090, H31 1.093
13 C 4.093 3.392 -0.093  C11 1.500, C14 1.508, H32 1.084, H33 1.083
14 C 4.863 2.097 -0.027  C11 1.481, C13 1.508, C15 1.499, C16 1.492
15 C 5.738 1.620 1.093  C14 1.499, C16 1.501, H34 1.085, H35 1.083
16 C 5.746 0.911 -0.230  C14 1.492, C15 1.501, H36 1.084, H37 1.082
17 N -3.547 -1.249 -1.527  C2 1.371, C18 1.464, O21 1.425
18 C -5.006 -1.355 -1.466  N17 1.464, C19 1.523, H38 1.088, H39 1.091
19 C -5.231 -2.732 -0.856  C18 1.523, C20 1.517, H40 1.087, H41 1.088
20 C -4.049 -3.493 -1.427  C19 1.517, O21 1.430, H42 1.088, H43 1.095
21 O -2.973 -2.552 -1.473  N17 1.425, C20 1.430
22 H -1.187 -1.610 -0.314  C3 1.085
23 H -1.288 -1.287 2.100  C4 1.092
24 H -2.612 -0.104 1.919  C4 1.095
25 H -3.268 -2.356 2.426  O5 0.962
26 H -1.164 1.283 -0.134  N6 1.008
27 H 0.752 2.381 0.378  C9 1.092
28 H 2.664 0.483 -1.061  C10 1.094
29 H 2.126 2.070 -1.684  C10 1.089
30 H 2.406 2.255 2.226  C12 1.090
31 H 2.871 0.615 1.687  C12 1.093
32 H 3.918 3.914 -1.026  C13 1.084
33 H 4.322 4.042 0.744  C13 1.083
34 H 6.631 2.214 1.253  C15 1.085
35 H 5.286 1.222 1.993  C15 1.083
36 H 5.179 -0.010 -0.318  C16 1.084
37 H 6.626 0.944 -0.859  C16 1.082
38 H -5.383 -0.528 -0.867  C18 1.088
39 H -5.427 -1.285 -2.470  C18 1.091
40 H -5.154 -2.676 0.227  C19 1.087
41 H -6.187 -3.165 -1.141  C19 1.088
42 H -3.715 -4.324 -0.809  C20 1.088
43 H -4.256 -3.848 -2.442  C20 1.095

**Frontier orbital gap**: 9.62 eV
**HOMO energy**: -8.99 eV

Löwdin population analysis, charges in e, atoms 1 to 4: 0.082 -0.379 -0.192 -0.173

Model 3:
Molecular formula: C15H22N2O4
Method: DFT, ωB97M-V/def2-TZVPD

Each atom is followed by the atoms it is bonded to, with distances in Å.
Geometry (Å):
1 O 1.230 -1.432 -2.081  C2 1.215
2 C 1.937 -0.596 -1.554  O1 1.215, C3 1.531, N17 1.358
3 C 1.468 0.162 -0.310  C2 1.531, C4 1.530, N6 1.441, H22 1.092
4 C 2.073 -0.420 0.970  C3 1.530, O5 1.420, H23 1.092, H24 1.096
5 O 3.442 -0.051 1.043  C4 1.420, H25 0.961
6 N 0.033 0.038 -0.272  C3 1.441, C7 1.355, H26 1.009
7 C -0.737 0.923 0.407  N6 1.355, O8 1.222, C9 1.507
8 O -0.250 1.829 1.067  C7 1.222
9 C -2.226 0.715 0.309  C7 1.507, C10 1.553, C12 1.554, H27 1.090
10 C -3.059 1.980 -0.034  C9 1.553, C11 1.525, H28 1.091, H29 1.089
11 C -3.989 1.629 1.123  C10 1.525, C12 1.525, C13 1.516, C14 1.464
12 C -2.978 0.626 1.667  C9 1.554, C11 1.525, H30 1.089, H31 1.091
13 C -5.485 1.408 1.019  C11 1.516, C14 1.484, H32 1.084, H33 1.084
14 C -4.916 2.493 1.856  C11 1.464, C13 1.484, C15 1.476, C16 1.476
15 C -5.044 2.998 3.237  C14 1.476, C16 1.524, H34 1.082, H35 1.083
16 C -5.102 3.946 2.045  C14 1.476, C15 1.524, H36 1.083, H37 1.082
17 N 3.220 -0.347 -1.926  C2 1.358, C18 1.467, O21 1.405
18 C 3.886 0.960 -1.902  N17 1.467, C19 1.538, H38 1.093, H39 1.085
19 C 5.202 0.676 -2.645  C18 1.538, C20 1.533, H40 1.088, H41 1.088
20 C 5.021 -0.770 -3.118  C19 1.533, O21 1.425, H42 1.087, H43 1.093
21 O 3.613 -0.987 -3.113  N17 1.405, C20 1.425
22 H 1.735 1.220 -0.354  C3 1.092
23 H 1.508 0.000 1.806  C4 1.092
24 H 1.952 -1.509 0.962  C4 1.096
25 H 3.786 -0.316 1.900  O5 0.961
26 H -0.365 -0.669 -0.874  N6 1.009
27 H -2.471 -0.122 -0.344  C9 1.090
28 H -2.483 2.886 0.162  C10 1.091
29 H -3.491 2.021 -1.033  C10 1.089
30 H -3.349 -0.357 1.954  C12 1.089
31 H -2.374 1.047 2.473  C12 1.091
32 H -5.968 1.677 0.087  C13 1.084
33 H -5.897 0.538 1.518  C13 1.084
34 H -5.966 2.812 3.773  C15 1.082
35 H -4.154 3.028 3.854  C15 1.083
36 H -4.251 4.595 1.882  C16 1.083
37 H -6.062 4.380 1.799  C16 1.082
38 H 3.286 1.706 -2.428  C18 1.093
39 H 4.037 1.265 -0.871  C18 1.085
40 H 5.321 1.357 -3.485  C19 1.088
41 H 6.067 0.778 -1.993  C19 1.088
42 H 5.359 -0.952 -4.135  C20 1.087
43 H 5.501 -1.475 -2.434  C20 1.093

**Frontier orbital gap**: 9.82 eV
**HOMO energy**: -9.14 eV

Löwdin population analysis, charges in e, atoms 1 to 4: 0.097 -0.380 -0.206 -0.180

Model 4:
Molecular formula: C15H22N2O4
Method: DFT, ωB97M-V/def2-TZVPD

Each atom is followed by the atoms it is bonded to, with distances in Å.
Geometry (Å):
1 C 3.891 1.186 2.665  C2 1.522, H22 1.129, H23 1.060, H24 1.087
2 C 2.994 0.034 2.234  C1 1.522, C3 1.607, C4 1.488, H25 1.082
3 C 3.631 -0.507 0.861  C2 1.607, H26 1.098, H27 1.056, H28 1.146
4 C 1.547 0.366 2.136  C2 1.488, C5 1.461, H29 1.135, H30 1.014
5 C 1.176 1.027 0.887  C4 1.461, N6 1.464, C7 1.515, H31 1.043
6 N 2.052 2.158 0.575  C5 1.464, H32 0.998, H33 1.026
7 C -0.309 1.301 0.764  C5 1.515, O8 1.284, N9 1.310
8 O -0.710 2.355 0.150  C7 1.284
9 N -1.022 0.305 1.228  C7 1.310, C10 1.471, H34 1.096
10 C -2.437 -0.042 1.018  N9 1.471, C11 1.475, C19 1.568, H35 1.052
11 C -2.950 0.425 -0.284  C10 1.475, C12 1.509, H36 1.034, H37 1.145
12 C -2.280 -0.089 -1.534  C11 1.509, C13 1.454, C18 1.376
13 C -2.883 -1.267 -2.136  C12 1.454, C14 1.366, H38 1.077
14 C -2.470 -1.718 -3.357  C13 1.366, C15 1.440, H39 1.055
15 C -1.367 -1.092 -4.039  C14 1.440, O16 1.366, C17 1.376
16 O -0.721 -1.732 -5.058  C15 1.366, H40 0.927
17 C -0.624 -0.142 -3.378  C15 1.376, C18 1.455, H41 1.148
18 C -1.229 0.485 -2.211  C12 1.376, C17 1.455, H42 1.207
19 C -2.585 -1.589 1.227  C10 1.568, O20 1.208, O21 1.288
20 O -1.634 -2.330 1.291  C19 1.208
21 O -3.785 -2.056 1.187  C19 1.288, H43 0.998
22 H 4.849 0.648 2.922  C1 1.129
23 H 3.951 2.009 2.000  C1 1.060
24 H 3.394 1.491 3.582  C1 1.087
25 H 3.087 -0.697 3.026  C2 1.082
26 H 3.011 -1.329 0.480  C3 1.098
27 H 4.600 -0.925 0.888  C3 1.056
28 H 3.723 0.204 -0.033  C3 1.146
29 H 1.501 1.084 3.014  C4 1.135
30 H 0.886 -0.356 2.404  C4 1.014
31 H 1.301 0.484 0.006  C5 1.043
32 H 1.743 2.942 1.110  N6 0.998
33 H 1.743 2.519 -0.334  N6 1.026
34 H -0.445 -0.627 1.206  N9 1.096
35 H -2.910 0.595 1.708  C10 1.052
36 H -3.953 0.228 -0.436  C11 1.034
37 H -2.557 1.488 -0.451  C11 1.145
38 H -3.540 -1.821 -1.485  C13 1.077
39 H -2.785 -2.607 -3.830  C14 1.055
40 H -1.208 -2.328 -5.575  O16 0.927
41 H 0.397 0.155 -3.811  C17 1.148
42 H -0.555 1.210 -1.520  C18 1.207
43 H -4.519 -1.444 0.903  O21 0.998

**Frontier orbital gap**: 8.75 eV
**HOMO energy**: -8.57 eV

Löwdin population analysis, charges in e, atoms 1 to 4: -0.093 -0.394 -0.067 -0.155

Which structure is most stable, and how do the rest compare? From most to least stable: model 4, model 3, model 2, model 1.